(1)
Computed, not measured: C7H12BNO6S in the gas phase, with ωB97M-V with the def2-TZVPD basis set.

Geometry as XYZ:
```
28
Properties=species:S:1:pos:R:3
C 2.796 -0.343 -0.702
C 2.745 -0.454 0.834
O 1.423 -0.333 1.384
B 0.485 -1.187 0.885
O 0.829 -2.439 0.402
C -1.051 -0.700 0.955
C -1.200 0.830 0.997
C -1.229 1.511 -0.357
O -1.639 2.887 -0.141
C -0.618 3.646 0.113
N 0.161 4.364 0.571
O -2.231 1.003 -1.223
S -1.884 -0.517 -1.662
O -0.550 -0.556 -2.189
O -2.884 -0.976 -2.556
C -1.931 -1.397 -0.109
H 3.751 0.114 -0.972
H 2.765 -1.348 -1.121
H 2.003 0.296 -1.092
H 3.270 -1.342 1.194
H 3.311 0.394 1.230
H 0.528 -2.528 -0.510
H -1.414 -1.071 1.924
H -0.415 1.313 1.582
H -2.142 1.081 1.500
H -0.267 1.544 -0.874
H -1.639 -2.431 -0.281
H -2.975 -1.363 0.218
```

## Properties
**HOMO level**: -11.204 eV
**Multiplicity**: 1
**LUMO level**: 0.23 eV

=====

(2)
Computed, not measured: 3 unconnected molecules or ions with the total composition C21H40BO5, with ωB97M-V with the def2-TZVPD basis set.

Geometry as XYZ:
```
67
Properties=species:S:1:pos:R:3
C -3.374 0.604 -0.076
C -2.059 0.305 -0.817
C -0.818 0.666 0.018
B 0.149 -0.667 0.250
C -0.476 -1.649 1.420
C -0.255 -3.122 1.189
O 1.174 -3.455 1.164
C 1.554 -3.997 0.002
O 2.330 -3.498 -0.745
O -2.124 1.035 -2.048
C -1.339 0.442 -3.045
C -1.883 -0.866 -3.571
C -1.026 -1.774 -4.190
C -1.524 -2.978 -4.671
C -2.874 -3.291 -4.548
C -3.728 -2.393 -3.918
C -3.232 -1.185 -3.440
H -3.272 1.481 0.555
H -3.705 -0.248 0.511
H -4.133 0.856 -0.820
H -2.033 -0.773 -0.980
H -0.263 1.498 -0.419
H -1.166 1.013 0.994
H 0.143 -1.298 -0.814
H 1.295 -0.344 0.547
H -1.563 -1.537 1.531
H -0.031 -1.433 2.396
H -0.731 -3.456 0.265
H -0.672 -3.725 2.001
H 1.190 -5.011 -0.219
H -1.345 1.137 -3.890
H -0.296 0.328 -2.741
H 0.023 -1.524 -4.258
H -0.838 -3.667 -5.141
H -3.256 -4.228 -4.923
H -4.773 -2.635 -3.794
H -3.887 -0.485 -2.942
C -0.971 5.303 -1.504
C -2.030 4.553 -0.714
O -1.797 4.537 0.684
C -1.749 5.792 1.324
C -3.027 6.606 1.198
H 0.014 4.872 -1.318
H -1.186 5.239 -2.571
H -0.925 6.361 -1.236
H -2.038 3.507 -1.022
H -3.030 4.950 -0.929
H -0.888 6.373 0.970
H -1.564 5.573 2.377
H -3.250 6.860 0.161
H -2.935 7.539 1.757
H -3.875 6.045 1.592
C 5.620 -3.041 4.868
C 5.813 -1.682 4.215
O 6.302 -1.740 2.893
C 5.482 -2.439 1.960
C 4.081 -1.878 1.805
H 6.557 -3.602 4.867
H 5.286 -2.919 5.900
H 4.874 -3.640 4.346
H 6.559 -1.115 4.777
H 4.884 -1.103 4.255
H 5.444 -3.504 2.220
H 6.009 -2.371 1.009
H 3.509 -1.936 2.732
H 3.534 -2.430 1.048
H 4.116 -0.831 1.504
```

## Properties
**HOMO level**: -4.946 eV
**Multiplicity**: 1
**LUMO level**: 2.84 eV
**Energy relative to the best compared isomer or geometry (same formula, charge and spin)**: 0.0 kcal/mol
**Total charge**: -1

=====

(3)
Computed, not measured: C5H8O in the gas phase, with ωB97M-V with the def2-TZVPD basis set.

Geometry as XYZ:
```
14
Properties=species:S:1:pos:R:3
O -1.824 0.567 0.834
C -1.054 0.489 -0.296
C 0.232 1.226 -0.375
C 1.202 0.350 0.359
C 1.031 -0.970 0.316
C -0.100 -1.429 -0.397
H -1.253 0.630 1.614
H -1.685 0.387 -1.158
H 0.156 2.221 0.065
H 0.511 1.365 -1.426
H 1.982 0.775 0.964
H 1.750 -1.656 0.728
H 0.109 -2.187 -1.151
H -1.056 -1.769 -0.077
```

## Properties
**HOMO level**: -7.918 eV
**Multiplicity**: 1
**LUMO level**: 0.97 eV
**Energy relative to the best compared isomer or geometry (same formula, charge and spin)**: 77.9 kcal/mol

=====

(4)
Computed, not measured: 5 unconnected molecules or ions with the total composition C6H23NO6, with ωB97M-V with the def2-TZVPD basis set.

Geometry as XYZ:
```
36
Properties=species:S:1:pos:R:3
O -2.151 -4.708 -12.312
H -1.495 -5.309 -11.958
H -1.671 -3.896 -12.473
O -5.910 -5.745 -13.295
H -5.139 -5.383 -12.859
H -6.185 -5.061 -13.905
O -0.530 -1.757 -13.783
H 0.303 -1.907 -14.230
H -1.149 -1.563 -14.487
O 2.243 -6.019 -14.054
H 1.396 -6.315 -14.388
H 2.253 -5.078 -14.227
C 4.125 -16.271 -6.951
O 3.089 -15.433 -6.506
C 1.821 -16.138 -6.555
C 0.612 -15.374 -5.892
N 0.066 -14.494 -6.869
C 0.673 -13.137 -7.017
C 0.082 -12.232 -8.145
O -1.106 -11.474 -7.947
C -1.277 -10.340 -8.831
H 4.526 -16.899 -6.155
H 4.958 -15.661 -7.299
H 3.851 -16.848 -7.834
H 2.073 -17.051 -6.016
H 1.500 -16.497 -7.533
H 0.919 -14.882 -4.969
H -0.002 -16.136 -5.412
H -0.309 -15.046 -7.628
H 1.735 -13.340 -7.160
H 0.447 -12.558 -6.122
H 0.143 -12.683 -9.135
H 0.920 -11.543 -8.038
H -1.024 -10.611 -9.856
H -0.647 -9.477 -8.614
H -2.334 -10.075 -8.863
```

## Properties
**HOMO level**: -8.088 eV
**Multiplicity**: 1
**LUMO level**: 0.11 eV
**Energy relative to the best compared isomer or geometry (same formula, charge and spin)**: 96.4 kcal/mol

=====

(5)
Computed, not measured: a molecular structure, C2LiO2Rb, with ωB97M-V with the def2-TZVPD basis set.

Geometry as XYZ:
```
6
Properties=species:S:1:pos:R:3
O 1.418 -0.486 1.503
C 0.210 -0.711 1.430
C -1.935 0.825 -2.710
O -2.881 0.932 -3.307
Rb 1.612 0.738 -1.220
Li 1.575 -1.298 4.306
```

## Properties
**HOMO level (alpha / beta)**: -7.747 / -14.670 eV
**Multiplicity**: 2
**LUMO level (alpha / beta)**: -3.72 / -3.47 eV
**Energy relative to the best compared isomer or geometry (same formula, charge and spin)**: 11.6 kcal/mol
**Total charge**: +1

=====

(6)
Computed, not measured: a molecular structure, C24H25N6O9PtSSi, with ωB97M-V with the def2-TZVPD basis set.

Geometry as XYZ:
```
67
Properties=species:S:1:pos:R:3
Pt -0.295 1.034 -1.092
N -2.675 0.868 -0.982
C -3.215 2.140 -0.523
C -2.421 3.322 -1.091
O -2.966 4.374 -1.387
N -1.095 3.090 -1.152
C -0.243 4.041 -1.649
C 0.227 3.575 -3.249
O 0.512 4.536 -3.907
O 0.181 2.372 -3.380
H -3.050 0.614 -1.891
H -2.822 0.111 -0.316
H -3.129 2.202 0.566
H -4.269 2.276 -0.793
H 0.736 4.040 -1.174
H -0.685 5.037 -1.744
O -0.376 1.486 1.147
C -0.793 0.435 1.691
O -1.164 -0.577 1.086
C -0.855 0.506 3.203
C 0.227 1.025 3.900
C 0.160 1.113 5.300
C -0.995 0.763 5.980
C -2.078 0.274 5.265
C -2.005 0.113 3.870
N -3.275 -0.059 5.951
O -3.307 0.068 7.174
O -4.232 -0.455 5.286
N 1.291 1.570 6.033
O 2.314 1.832 5.408
O 1.197 1.663 7.255
H 1.114 1.356 3.385
H -1.055 0.872 7.053
H -2.848 -0.296 3.338
C -1.497 -0.263 -4.212
Si -0.377 -0.752 -2.699
C -1.271 -2.292 -1.947
C 1.359 -1.180 -3.390
C 2.180 -0.174 -3.898
C 3.457 -0.459 -4.346
C 3.954 -1.750 -4.267
C 3.146 -2.762 -3.777
C 1.859 -2.478 -3.356
H -1.199 -0.846 -5.078
H -1.399 0.786 -4.470
H -2.547 -0.472 -4.021
H -1.300 -3.105 -2.665
H -2.295 -2.062 -1.670
H -0.764 -2.623 -1.051
H 1.818 0.842 -3.923
H 4.072 0.332 -4.752
H 4.964 -1.969 -4.589
H 3.522 -3.776 -3.726
H 1.231 -3.276 -2.989
C 1.393 -3.868 0.093
C 1.599 -2.503 0.670
C 1.780 -2.311 2.040
C 2.164 -1.043 2.444
N 2.299 -0.047 1.589
C 1.970 -0.289 0.329
S 2.067 1.048 -0.789
N 1.654 -1.482 -0.172
H 1.867 -4.618 0.723
H 1.818 -3.899 -0.908
H 0.331 -4.098 0.025
H 1.636 -3.115 2.743
H 2.396 -0.813 3.476
```

## Properties
**HOMO level (alpha / beta)**: -2.200 / -6.356 eV
**Multiplicity**: 5
**LUMO level (alpha / beta)**: 0.69 / -1.20 eV
**Energy relative to the best compared isomer or geometry (same formula, charge and spin)**: 50.5 kcal/mol
**Total charge**: -1

=====

(7)
Computed, not measured: a gas-phase ion, C4H8NO2 (charge +1), with ωB97M-V with the def2-TZVPD basis set.

Geometry as XYZ:
```
15
Properties=species:S:1:pos:R:3
C 0.474 0.469 0.179
C -2.090 0.765 0.184
C -1.027 -0.001 -0.045
C 2.794 0.183 0.065
N -1.170 -1.400 -0.305
O -3.304 0.271 0.184
O 1.457 -0.206 -0.184
H 0.715 1.444 0.656
H -1.965 1.765 0.514
H 3.361 0.373 -0.918
H 3.400 -0.577 0.591
H 2.846 1.088 0.671
H -3.344 -0.654 -0.270
H -1.777 -1.585 -1.021
H -0.369 -1.935 -0.301
```

## Properties
**HOMO level**: -13.239 eV
**Multiplicity**: 1
**LUMO level**: -5.39 eV
**Energy relative to the best compared isomer or geometry (same formula, charge and spin)**: 67.9 kcal/mol
**Total charge**: +1

=====

Number 1: E_tot -1203.21277 Eh. Number 2: E_tot -1225.17796 Eh. Number 3: E_tot -270.43373 Eh. Number 4: E_tot -748.47838 Eh. Number 5: E_tot -258.02015 Eh. Number 6: E_tot -2742.10062 Eh. Number 7: E_tot -362.10527 Eh.